1.
An isolated ion of composition C9H12N and charge +1 in a non-equilibrium geometry. Source: the Open Molecules 2025 dataset; level of theory: ωB97M-V/def2-TZVPD.

The calculation puts the relative energy (zero: lowest compared OMol25 entry of this formula, charge and spin) at 136.6 kcal per mole. As for the lowest unoccupied orbital energy (spin up / spin down): -5.7 / -5.7 eV. The net charge is +1. The HOMO-LUMO gap (spin up / spin down) is 7.58 / 7.58 eV. The calculation puts the HOMO energy (spin up / spin down) at -13.30 / -13.30 eV.

Last column: Mulliken charge in e.
Element x y z (Å)
C 3.48 -0.28 0.50  -0.3776
C 2.43 0.05 -0.03  -0.0386
C -0.21 2.20 0.29  -0.5775
C 0.79 2.49 -0.41  -0.3717
C -0.73 0.83 0.56  0.7748
C -1.78 0.70 1.36  -1.1450
C 0.03 -0.27 -0.23  1.5701
C 0.18 -1.50 0.71  -1.5380
C -0.82 -0.56 -1.40  -1.7383
N 1.32 0.19 -0.72  -0.3243
H 4.03 -0.58 1.31  0.4110
H -0.76 3.00 0.74  0.4473
H 1.66 2.82 -0.87  0.4894
H -2.38 -0.16 1.76  0.2472
H -2.34 1.54 1.96  0.2173
H 0.90 -1.19 1.43  0.4521
H 0.55 -2.44 0.32  0.3873
H -0.81 -1.74 1.07  0.4068
H -0.38 -1.50 -1.77  0.4420
H -0.94 0.21 -2.13  0.4399
H -1.79 -0.62 -1.10  0.4912
H 1.64 0.00 -1.67  0.3347

2.
One molecule with the formula C9H12N2O2 in a non-equilibrium geometry. Source: the Open Molecules 2025 dataset; level of theory: ωB97M-V/def2-TZVPD.

The calculation puts the relative energy (zero: lowest compared OMol25 entry of this formula, charge and spin) at 55.4 kcal per mole. As for the structure (SMILES): C=CC(/C=C/C(N)=O)=N/CC(C)=O. As for the lowest unoccupied orbital energy: 0.0 eV. The HOMO-LUMO gap is 9.76 eV. The calculation puts the HOMO energy at -9.71 eV.

Last column: Mulliken charge in e.
Element x y z (Å)
C 0.31 -3.49 0.38  -0.6588
C -0.50 -2.58 -0.15  -0.3981
C -0.29 -1.16 -0.41  0.8413
C 1.11 -0.62 -0.13  -0.5399
C 2.21 -0.29 -0.80  -0.0199
C 3.36 0.37 -0.07  0.3005
N 2.99 1.45 0.64  -0.2886
O 4.53 0.06 -0.24  -0.6324
N -1.14 -0.40 -1.00  -0.6142
C -0.83 1.04 -1.31  -0.9081
C -1.02 1.89 -0.09  0.7567
C -2.35 1.67 0.70  -1.1519
O -0.14 2.45 0.43  -0.5174
H 0.03 -4.55 0.47  0.2710
H 1.35 -3.32 0.87  0.2120
H -1.58 -2.81 -0.35  0.3030
H 1.06 -0.12 0.83  0.3796
H 2.43 -0.89 -1.69  0.3304
H 2.15 1.86 0.59  0.1945
H 3.80 2.03 1.00  0.2413
H -1.62 1.13 -2.11  0.4054
H 0.12 1.26 -1.57  0.4587
H -3.00 1.06 0.22  0.3918
H -2.81 2.70 0.71  0.3639
H -2.14 1.31 1.69  0.2794

3.
An isolated ion of composition C9H12N2O2 and charge +2 in a non-equilibrium geometry. Source: the Open Molecules 2025 dataset; level of theory: ωB97M-V/def2-TZVPD.

The calculation puts the relative energy (zero: lowest compared OMol25 entry of this formula, charge and spin) at 57.4 kcal per mole. As for the lowest unoccupied orbital energy: -10.6 eV. The net charge is +2. The HOMO-LUMO gap is 7.11 eV. The calculation puts the HOMO energy at -17.70 eV.

Last column: Mulliken charge in e.
Element x y z (Å)
C -3.11 1.03 -0.47  -0.4324
C -2.90 0.05 -1.52  -0.5030
C -2.15 1.37 0.39  -0.5535
C -1.84 -0.78 -1.56  -0.6615
C -0.87 0.68 0.26  0.7001
C -0.76 -0.43 -0.66  0.9841
C 1.31 -0.28 0.42  -0.1524
C 1.70 -0.74 1.80  -1.2333
C 2.42 0.24 -0.47  -1.2953
N 0.28 0.82 0.85  0.6516
N 0.41 -1.03 -0.47  0.5642
O 0.53 1.76 1.70  -0.3489
O 0.84 -2.24 -0.94  -0.3297
H -4.01 1.69 -0.61  0.3700
H -3.73 0.05 -2.31  0.3952
H -2.15 2.27 1.17  0.3912
H -1.65 -1.73 -2.25  0.2241
H 2.46 -1.65 1.64  0.3850
H 0.84 -1.21 2.35  0.3283
H 2.29 0.17 2.30  0.5370
H 3.35 0.62 0.12  0.3298
H 2.07 0.94 -1.17  0.4022
H 2.78 -0.66 -0.93  0.4288
H 1.37 1.50 2.26  0.3967
H 0.50 -2.45 -1.89  0.4217

4.
One molecule with the formula C9H12N2O2S in a non-equilibrium geometry. Source: the Open Molecules 2025 dataset; level of theory: ωB97M-V/def2-TZVPD.

The calculation puts the relative energy (zero: lowest compared OMol25 entry of this formula, charge and spin) at 56.2 kcal per mole. As for the structure (SMILES): C=C(C)/C(C)=N\C(=O)CC(=S)NC=O. As for the lowest unoccupied orbital energy: -0.6 eV. The HOMO-LUMO gap is 8.28 eV. The calculation puts the HOMO energy at -8.87 eV.

Last column: Mulliken charge in e.
Element x y z (Å)
C 3.05 -1.62 -0.50  -1.3014
C 2.02 -1.00 0.14  1.0956
C 1.10 -1.71 1.00  -1.5522
C 1.81 0.37 -0.24  0.9668
C 2.76 1.18 -1.06  -1.4718
N 0.82 1.05 0.20  -0.3002
C -0.54 0.96 0.47  0.0227
O -1.14 1.68 1.22  -0.5824
C -1.38 0.14 -0.51  -0.4169
C -2.54 -0.42 0.15  0.0722
S -2.75 -2.06 0.35  -0.2831
N -3.57 0.43 0.55  -0.1094
C -3.81 1.76 0.20  0.0330
O -3.23 2.41 -0.64  -0.4835
H 3.34 -2.60 -0.32  0.3878
H 3.83 -1.08 -0.97  0.2948
H 0.30 -1.13 1.42  0.2886
H 1.49 -2.03 1.90  0.4743
H 0.65 -2.56 0.63  0.4307
H 2.68 2.36 -1.17  0.2820
H 2.77 0.83 -2.10  0.3671
H 3.74 0.97 -0.66  0.3627
H -1.81 0.71 -1.33  0.3699
H -0.85 -0.75 -0.83  0.4532
H -4.20 -0.03 1.18  0.2286
H -4.52 2.13 0.93  0.3709

5.
One molecule with the formula C9H12N2O2S in a non-equilibrium geometry. Source: the Open Molecules 2025 dataset; level of theory: ωB97M-V/def2-TZVPD.

The calculation puts the relative energy (zero: lowest compared OMol25 entry of this formula, charge and spin) at 28.8 kcal per mole. As for the structure (SMILES): Cc1cnc2n(c1=O)[C@@H](C)[C@](C)(O)S2. As for the lowest unoccupied orbital energy: 0.5 eV. The HOMO-LUMO gap is 8.94 eV. The calculation puts the HOMO energy at -8.43 eV.

Last column: Mulliken charge in e.
Element x y z (Å)
C 4.01 -0.68 -0.50  -1.3612
C 2.73 -0.21 0.12  0.4979
C 2.63 -0.18 1.48  -0.3009
N 1.56 0.23 2.14  -0.6513
C 0.48 0.39 1.47  0.8263
N 0.45 0.12 0.18  0.0337
C 1.56 -0.17 -0.61  0.5892
O 1.40 -0.51 -1.75  -0.6970
C -0.88 0.19 -0.46  -0.4826
C -1.59 -1.12 -0.21  -1.2628
C -1.68 1.50 0.56  0.7531
C -3.21 1.47 0.57  -1.1441
O -0.97 2.72 0.32  -0.5315
S -0.94 0.94 2.15  -0.3360
H 4.60 0.11 -0.91  0.2917
H 3.85 -1.35 -1.34  0.3375
H 4.71 -1.21 0.21  0.3399
H 3.52 -0.25 2.08  0.3750
H -0.70 0.54 -1.56  0.3668
H -1.76 -1.27 0.81  0.3528
H -0.82 -1.87 -0.63  0.3630
H -2.58 -1.22 -0.85  0.3072
H -3.61 0.59 0.10  0.2848
H -3.54 2.39 0.00  0.3017
H -3.51 1.52 1.58  0.3638
H -1.26 3.06 -0.53  0.3831

6.
An isolated ion of composition C9H12N3O2 and charge +1 in a non-equilibrium geometry. Source: the Open Molecules 2025 dataset; level of theory: ωB97M-V/def2-TZVPD.

The calculation puts the relative energy (zero: lowest compared OMol25 entry of this formula, charge and spin) at 17.3 kcal per mole. As for the structure (SMILES): [H]/N=C/N[n+]1ccccc1C(=O)OCC. As for the lowest unoccupied orbital energy (spin up / spin down): -4.8 / -4.8 eV. The net charge is +1. The HOMO-LUMO gap (spin up / spin down) is 8.47 / 8.47 eV. The calculation puts the HOMO energy (spin up / spin down) at -13.30 / -13.30 eV.

Last column: Mulliken charge in e.
Element x y z (Å)
H -4.88 1.78 -0.28  0.2164
N -3.99 1.27 -0.23  -0.5181
C -2.92 1.90 -0.08  -0.0695
N -1.71 1.30 -0.19  -0.4527
N -1.52 0.00 -0.11  0.3693
C -2.54 -0.86 0.12  -0.1931
C -2.40 -2.23 0.18  -0.4766
C -1.11 -2.79 -0.05  -0.5517
C 0.00 -1.93 0.08  -0.1443
C -0.25 -0.57 0.04  0.5529
C 0.91 0.40 0.04  0.6028
O 0.78 1.60 -0.10  -0.6713
O 2.08 -0.16 0.25  -0.3044
C 3.25 0.61 0.58  -0.1630
C 4.23 0.66 -0.53  -1.1658
H -2.85 3.05 0.05  0.3412
H -0.74 1.69 -0.21  0.2573
H -3.52 -0.40 0.11  0.6195
H -3.29 -2.80 0.23  0.4413
H -0.90 -3.91 0.12  0.3287
H 1.05 -2.36 0.09  0.3708
H 2.98 1.65 1.10  0.2891
H 3.71 0.15 1.45  0.3300
H 4.07 -0.15 -1.23  0.3327
H 4.31 1.57 -1.20  0.2980
H 5.26 0.55 -0.23  0.3605